Here is a molecular structure, C28H55MgO2Si4 from the Open Molecules 2025 dataset. Energies are from ωB97M-V with the def2-TZVPD basis set.

```
90
Properties=species:S:1:pos:R:3:forces:R:3
C -0.0527 -1.1736 5.0665 -0.47 0.13 0.57
C -0.4466 -5.7825 1.5890 -0.37 -0.50 -0.56
C 3.4381 2.3609 -1.2893 0.02 -0.19 1.11
H -1.5097 1.7756 -3.8316 0.02 -0.48 0.20
Si 2.9661 -3.4208 2.8307 -1.84 0.25 -0.41
H -1.1813 -5.6136 2.3875 0.17 0.06 -0.20
H 4.0432 3.2592 -1.3220 0.07 -0.09 -0.11
C -0.7784 7.1395 -4.0040 0.25 0.21 0.13
H -1.9879 0.1325 -1.3590 -0.07 0.57 -0.20
H -1.8865 -0.8953 -4.8691 -0.07 0.23 -0.06
C -0.2169 1.8265 0.5994 -0.31 0.38 0.48
C -1.6700 0.7680 -3.4247 -0.11 -0.38 0.32
C 3.4902 -2.4960 4.3898 0.58 -0.08 0.20
C -1.4638 -3.4418 -0.1318 -0.33 -0.30 -0.56
H -0.3298 -5.1878 4.4943 0.08 0.34 0.08
H 0.8785 -4.3070 5.4722 -0.24 0.06 -0.15
C -1.9051 4.1849 -3.8931 0.11 -0.31 0.32
C 1.3710 -4.5924 -0.5794 -0.28 -0.34 -0.50
H -4.5844 -0.6796 -4.1386 0.53 -0.05 0.60
C 2.4618 0.4099 -0.5379 0.21 0.35 -1.34
H -0.7102 -1.1661 5.9470 0.11 0.19 0.10
H -1.3491 8.0088 -4.3835 0.22 -0.45 0.15
O -1.0217 4.9083 -2.8690 -2.41 1.28 -2.79
H -3.2456 6.1849 -1.7541 0.30 0.16 0.03
H 2.2475 -5.5169 4.0510 0.11 0.14 -0.24
C 1.1554 3.4232 1.4975 -0.45 0.22 -0.88
H -2.4061 5.7402 -5.3370 -0.34 -0.04 0.27
H 4.3922 -2.9794 4.7966 -0.06 0.20 0.10
H 0.4126 -6.3166 2.0159 -0.16 0.24 -0.09
C -3.6227 -0.6751 -3.5796 -0.01 -0.39 0.46
H 2.7220 -2.4942 5.1760 0.16 -0.08 -0.29
H 4.1649 1.3457 0.5711 -0.03 0.13 -0.03
C -0.6750 3.0980 0.1243 0.27 -0.16 -0.53
H -0.8453 -4.2286 5.9074 0.14 -0.28 0.08
Mg 0.0099 3.8338 -1.8253 2.98 -2.61 2.55
H 4.0320 -3.7575 0.5786 -0.02 0.12 0.18
H -2.5048 -3.4473 2.7767 0.16 0.16 0.25
O -3.7663 0.1089 -2.3638 0.28 0.32 -1.56
C -2.4569 6.8453 -2.1404 -0.06 -0.04 0.10
C 2.9181 -5.2748 3.2158 0.72 -0.20 0.20
H 1.9566 3.8955 2.0584 -0.09 -0.12 -0.18
C 3.4760 1.3870 -0.2621 -0.55 0.09 -1.46
H -0.0070 7.5200 -3.3227 -0.14 -0.11 -0.12
H -2.9367 7.7695 -2.5022 0.14 -0.32 0.09
H -2.6751 1.7723 -1.6995 -0.10 -0.67 -0.13
H 3.7402 -1.4518 4.1503 -0.10 -0.24 0.05
H 2.6238 -5.8801 2.3474 0.06 0.22 0.15
C -0.1405 -4.2642 5.0607 -0.45 0.08 0.64
C -2.5087 0.7533 -2.1135 0.37 -0.40 0.31
Si -0.4392 -2.6966 4.0378 1.17 -0.46 -1.53
H -2.5207 -1.6942 3.0992 0.07 -0.24 0.07
C -2.6202 5.4512 -4.3019 0.22 0.11 0.07
C -2.2562 -2.6759 3.5193 -0.36 0.11 0.43
C 1.8196 0.7977 -1.7416 0.07 -0.50 1.13
H -1.6761 3.3029 -0.2735 -0.01 0.00 0.38
H -3.3281 -1.7060 -3.3074 -0.45 0.28 0.05
H -3.6837 5.4805 -4.0682 0.10 -0.02 -0.14
Si 0.0513 -4.1863 0.7049 0.87 1.03 1.54
H 5.2083 -3.2972 1.8307 0.08 0.00 -0.23
H -1.3120 3.7431 -4.7141 -0.09 0.04 0.75
Si 0.9114 -2.5765 2.1465 -0.10 0.63 -0.30
H 3.9390 -5.5700 3.5048 -0.10 -0.28 0.02
H 0.9674 0.2977 -2.1887 0.24 -0.10 0.02
H 2.2892 -5.0017 -0.1386 -0.27 0.08 0.00
H -2.2514 -3.1727 0.5841 0.24 -0.07 -0.10
H -1.2003 -2.5347 -0.6958 0.05 -0.21 0.19
H 0.9513 -5.3454 -1.2626 0.24 0.01 -0.12
H -2.5297 3.4532 -3.3552 0.42 0.21 -0.33
H -0.2974 6.6424 -4.8539 -0.03 0.11 0.18
C 4.1970 -3.1051 1.4447 0.65 -0.07 0.19
C 0.8561 2.0430 1.4735 -0.47 0.46 -0.25
H -1.8812 -4.1732 -0.8402 -0.15 0.14 -0.02
H -0.9117 -6.4377 0.8362 -0.05 -0.22 0.21
H -0.6947 0.3228 -3.2166 -0.13 0.20 -0.13
H -2.8998 0.5653 -5.1978 0.28 -0.44 0.11
H 2.2513 -0.4924 0.0506 -0.05 0.53 -0.24
H 1.3895 1.2821 2.0331 -0.13 0.02 -0.27
H 0.1871 5.1706 0.5036 -0.20 0.24 0.25
H -2.8739 -2.8466 4.4154 -0.12 0.05 -0.22
H 1.6392 -3.7056 -1.1695 -0.06 -0.14 0.18
C -2.4775 -0.0957 -4.4176 -0.53 0.87 0.01
H -1.7651 7.1233 -1.3313 -0.19 -0.17 -0.24
C 2.3992 2.0171 -2.2077 -0.76 0.72 0.20
H 2.1808 2.5190 -3.1541 0.37 -0.32 -0.15
H 4.1602 -2.0633 1.1004 -0.09 -0.22 0.11
C -1.7371 6.2005 -3.3054 0.24 0.61 0.21
C 0.2646 4.0986 0.6268 -0.09 -0.31 0.50
H -0.2449 -0.2603 4.4887 0.06 -0.23 0.04
H -0.6632 0.8620 0.3573 0.20 0.30 0.20
H 0.9865 -1.1451 5.4133 -0.17 -0.06 -0.13
```
Positions in Å, forces in eV/Å.

Properties
spin multiplicity = 1
charge = -1
HOMO-LUMO gap = 2.74 eV
HOMO = -1.80 eV
energy above the lowest of the compared OMol25 structures with the same formula, charge and spin = 368.9 kJ/mol

Here are the Löwdin charges for atoms 1 to 4, given in e: C -0.25; C -0.24; C -0.20; H 0.06